(1)
Computed, not measured: a gas-phase ion, C7H9N4 (charge +1) at a distorted geometry, with wB97M-V/def2-TZVPD.

As for the total charge: +1. The calculation puts the energy above the lowest of the compared OMol25 structures with the same formula, charge and spin at 92.5 kcal/mol. The calculation puts the electronic energy at -13349.16186 eV. Its expectation value of S² is 2.012. The spin multiplicity is 3. For the LUMO energy (alpha / beta), the calculation gives -4.652 / -7.308 eV.

Structure (XYZ):
```
20
C7H9N4 wB97M-V/def2-TZVPD
C -2.095 0.649 -0.496
C -1.217 1.562 -0.049
C 1.887 -0.625 -0.250
C -1.613 -0.720 -0.521
C 0.884 -1.698 -0.187
C 1.284 0.989 1.138
C 0.168 0.857 0.059
N 1.955 -0.295 1.007
N 1.847 0.325 -1.267
N 0.952 1.154 -1.226
N -0.267 -0.657 0.089
H -3.024 1.039 -0.744
H -1.094 2.639 0.093
H -2.350 -1.474 -0.073
H -1.353 -1.251 -1.537
H 0.455 -2.270 -1.060
H 0.982 -2.391 0.672
H 2.076 1.853 1.120
H 0.775 1.202 2.189
H -0.252 -0.888 1.045
```

Here are the Löwdin charges for atoms 1 to 5, given in e:
1 C -0.0348
2 C 0.0591
3 C -0.3432
4 C -0.0975
5 C 0.0131

(2)
Computed, not measured: a single C4H2N2O molecule at a distorted geometry, with wB97M-V/def2-TZVPD.

The calculation puts the energy above the lowest of the compared OMol25 structures with the same formula, charge and spin at 78.1 kcal/mol. The calculation puts the electronic energy at -9203.35377 eV. For the LUMO energy, the calculation gives -0.792 eV.

Structure (XYZ):
```
9
C4H2N2O wB97M-V/def2-TZVPD
N 1.062 -1.569 0.226
C 0.627 -0.404 0.774
O 0.931 -0.009 1.878
C -0.267 0.386 -0.087
C -1.009 1.115 -0.707
C -1.916 1.914 -1.587
N -1.866 2.603 -0.596
H 0.772 -1.883 -0.687
H 1.666 -2.153 0.786
```

Here are the Löwdin charges for atoms 1 to 5, given in e:
1 N 0.1615
2 C -0.5575
3 O 0.0820
4 C 0.1143
5 C -0.1688

(3)
Computed, not measured: a molecular structure, C3H4BrN at a distorted geometry, with wB97M-V/def2-TZVPD.

The calculation puts the energy above the lowest of the compared OMol25 structures with the same formula, charge and spin at 39.2 kcal/mol. The calculation puts the electronic energy at -74706.12468 eV. For the LUMO energy, the calculation gives 0.011 eV.

Structure (XYZ):
```
9
C3H4BrN wB97M-V/def2-TZVPD
C 0.124 -1.674 -0.812
C -0.490 0.652 0.759
C 0.309 0.298 -0.445
N 0.012 -2.796 -0.966
Br 2.190 0.585 -0.311
H -0.054 0.243 1.668
H -1.515 0.297 0.659
H -0.511 1.742 0.847
H -0.065 0.652 -1.399
```

Here are the Löwdin charges for atoms 1 to 5, given in e:
1 C -0.1840
2 C -0.1859
3 C -0.6723
4 N 0.0299
5 Br 0.7035

(4)
Computed, not measured: 14 unconnected molecules or ions with the total composition C36H100O20 at a distorted geometry, with wB97M-V/def2-TZVPD.

The calculation puts the energy above the lowest of the compared OMol25 structures with the same formula, charge and spin at 0.0 kcal/mol. The calculation puts the electronic energy at -79902.17476 eV. For the LUMO energy, the calculation gives 0.035 eV.

Structure (XYZ):
```
156
C36H100O20 wB97M-V/def2-TZVPD
C 5.343 1.782 -1.383
C 3.898 1.494 -1.088
C 2.977 2.694 -1.289
O 3.434 0.471 -2.001
H 5.673 2.505 -0.631
H 5.577 2.146 -2.381
H 5.966 0.894 -1.250
H 3.679 1.015 -0.122
H 3.216 3.136 -2.262
H 3.118 3.486 -0.547
H 1.907 2.484 -1.332
H 2.530 0.259 -1.706
C 2.057 0.814 4.545
C 1.347 2.024 3.960
C 2.019 2.547 2.681
O 0.013 1.603 3.574
H 2.262 -0.005 3.858
H 1.548 0.528 5.465
H 3.051 1.158 4.860
H 1.270 2.823 4.699
H 1.404 3.134 2.001
H 2.505 1.713 2.169
H 2.834 3.237 2.937
H -0.020 0.639 3.644
C -2.186 -3.064 3.728
C -1.873 -1.611 3.410
C -2.907 -0.683 4.051
O -0.625 -1.265 4.008
H -3.212 -3.353 3.471
H -2.154 -3.290 4.795
H -1.551 -3.763 3.178
H -1.803 -1.429 2.331
H -3.889 -0.955 3.662
H -2.647 0.354 3.830
H -2.937 -0.795 5.134
H 0.081 -1.904 3.787
C 0.715 5.345 -0.526
C -0.061 6.627 -0.666
C 0.763 7.768 -1.249
O -1.182 6.410 -1.533
H 0.154 4.536 -0.063
H 1.683 5.529 -0.053
H 1.072 5.022 -1.511
H -0.515 6.897 0.295
H 0.291 8.752 -1.227
H 1.116 7.580 -2.262
H 1.641 7.916 -0.605
H -1.920 6.983 -1.324
C -2.926 1.847 -5.259
C -2.519 1.941 -3.790
C -3.546 2.675 -2.941
O -2.286 0.607 -3.346
H -3.852 1.271 -5.387
H -2.217 1.238 -5.822
H -3.133 2.833 -5.672
H -1.563 2.484 -3.799
H -3.361 2.519 -1.882
H -4.522 2.215 -3.137
H -3.652 3.732 -3.178
H -1.993 0.628 -2.399
C -1.566 5.309 2.366
C -2.282 4.361 3.324
C -3.761 4.693 3.468
O -2.211 3.008 2.816
H -1.825 6.322 2.694
H -1.750 5.299 1.292
H -0.489 5.154 2.480
H -1.773 4.337 4.289
H -4.237 3.963 4.126
H -4.324 4.767 2.540
H -3.867 5.635 4.016
H -1.418 2.585 3.208
C -5.442 1.414 2.302
C -4.538 1.000 1.170
C -5.262 0.498 -0.066
O -3.783 2.129 0.682
H -6.016 2.287 1.971
H -4.961 1.692 3.237
H -6.206 0.656 2.497
H -3.801 0.259 1.513
H -4.547 0.284 -0.859
H -5.997 1.186 -0.489
H -5.864 -0.397 0.119
H -3.247 2.481 1.425
C 3.687 -1.935 0.682
C 3.894 -3.402 1.029
C 4.953 -3.616 2.083
O 2.603 -3.888 1.401
H 3.178 -1.767 -0.265
H 4.596 -1.332 0.539
H 3.259 -1.349 1.502
H 4.239 -3.864 0.097
H 5.146 -4.657 2.342
H 4.795 -2.996 2.970
H 5.918 -3.221 1.745
H 2.486 -4.778 1.056
C -2.331 -3.401 -1.363
C -3.502 -2.872 -0.575
O -4.183 -4.018 -0.049
O -1.392 -4.111 -0.531
H -1.761 -2.631 -1.888
H -2.650 -4.082 -2.158
H -4.085 -2.266 -1.267
H -3.132 -2.230 0.230
H -4.841 -3.636 0.546
H -1.889 -4.898 -0.272
C 1.911 -3.333 5.956
C 1.854 -3.834 4.507
O 1.685 -2.723 3.641
O 0.722 -2.753 6.425
H 2.776 -2.667 6.061
H 2.143 -4.178 6.608
H 1.032 -4.567 4.456
H 2.691 -4.476 4.208
H 1.820 -3.022 2.713
H 0.396 -2.088 5.806
C -0.270 -1.699 -6.449
C -0.691 -1.348 -5.018
O -1.995 -1.815 -4.729
O -1.178 -1.087 -7.353
H -0.350 -2.781 -6.610
H 0.774 -1.440 -6.620
H -0.558 -0.284 -4.833
H 0.034 -1.833 -4.349
H -2.473 -1.061 -4.334
H -1.964 -1.626 -7.444
C -0.547 0.590 0.141
C 0.199 -0.747 0.098
O 1.018 -0.812 -1.085
O -1.717 0.552 -0.681
H 0.095 1.390 -0.242
H -0.789 0.862 1.171
H -0.526 -1.560 0.086
H 0.930 -0.804 0.909
H 1.022 -1.671 -1.540
H -2.391 1.116 -0.230
C 0.507 -4.629 -4.341
C 1.043 -4.805 -2.947
O 0.795 -3.557 -2.247
O -0.901 -4.595 -4.399
H 0.929 -5.407 -4.988
H 0.886 -3.701 -4.781
H 2.105 -5.043 -3.003
H 0.490 -5.584 -2.420
H 0.199 -3.843 -1.541
H -1.207 -3.677 -4.326
C 5.406 -2.327 -2.490
C 4.227 -2.586 -3.441
O 4.243 -3.928 -3.870
O 6.659 -2.500 -3.160
H 5.332 -2.947 -1.591
H 5.363 -1.266 -2.247
H 4.413 -1.889 -4.259
H 3.296 -2.298 -2.943
H 4.096 -4.500 -3.111
H 6.554 -3.363 -3.590
```

Here are the Löwdin charges for atoms 1 to 5, given in e:
1 C -0.0488
2 C -0.4740
3 C -0.0591
4 O -0.0905
5 H 0.0848